Entry 1:
{
  "formula": "C15H26N6O7V",
  "method": "ωB97M-V/def2-TZVPD",
  "total_charge": 1,
  "homo_ev": [-9.5, -9.5],
  "multiplicity": 3,
  "largest_force_ev_per_a": 3.76,
  "lumo_ev": [-5.426, -5.425],
  "de_lowest_kj_mol": 325.7,
  "species": ["O", "H", "V", "N", "N", "N", "N", "O", "O", "O", "O", "C", "C", "C", "C", "C", "H", "H", "H", "C", "H", "H", "H", "C", "C", "H", "H", "H", "H", "H", "H", "H", "H", "C", "H", "H", "H", "O", "H", "H", "N", "C", "O", "C", "C", "C", "N", "C", "C", "H", "H", "H", "H", "H", "H"],
  "positions_angstrom": [[-2.728, -1.673, -3.032], [-3.481, -1.258, -3.514], [-0.736, -0.001, -0.197], [-0.995, 1.449, -1.636], [0.584, -0.500, -1.805], [-1.750, -0.523, 1.713], [0.257, -1.688, 0.848], [-1.785, 2.433, -1.392], [-2.871, 0.188, 2.192], [1.063, -2.626, 0.242], [1.445, -1.509, -1.916], [0.382, 0.140, -2.984], [-0.602, 1.133, -2.928], [-1.219, -1.348, 2.597], [-0.048, -2.003, 2.111], [-1.150, 1.840, -4.117], [-1.977, 1.272, -4.576], [-0.377, 1.956, -4.881], [-1.488, 2.831, -3.812], [1.330, -0.165, -4.070], [1.270, -1.216, -4.338], [2.352, -0.001, -3.733], [1.106, 0.470, -4.921], [-1.793, -1.546, 3.939], [0.828, -2.884, 2.908], [-2.870, -1.375, 3.927], [-1.314, -0.857, 4.638], [-1.592, -2.550, 4.321], [1.748, -3.160, 2.383], [0.384, -3.817, 3.264], [1.133, -2.332, 3.800], [-3.205, 0.638, 1.392], [1.266, -2.146, -0.731], [-1.992, -3.432, -2.676], [-1.737, -3.424, -3.717], [-2.823, -3.243, -1.965], [-1.050, -3.551, -2.046], [-2.449, -0.524, -0.778], [-2.816, -1.212, -2.104], [-2.914, -1.141, -0.237], [4.340, 3.419, 2.739], [2.998, 3.615, 2.897], [2.491, 4.406, 3.682], [2.169, 2.725, 2.053], [2.734, 1.660, 1.315], [1.842, 0.853, 0.624], [0.523, 1.128, 0.655], [-0.028, 2.127, 1.366], [0.779, 2.978, 2.091], [4.912, 4.087, 3.219], [4.714, 2.943, 1.931], [3.812, 1.417, 1.261], [2.096, -0.009, 0.018], [-1.104, 2.207, 1.306], [0.340, 3.799, 2.678]],
  "atomic_forces_ev_per_a": [[0.234, 1.638, 1.027], [0.568, -1.183, -0.338], [-0.243, -2.923, -2.346], [-0.136, 0.193, -2.260], [-1.298, 0.651, -1.813], [0.102, -0.175, 1.948], [-0.391, -2.429, 1.390], [0.484, -0.905, 0.042], [0.676, -0.338, -0.592], [-0.443, 1.733, 0.435], [0.389, -0.748, 1.492], [0.878, -1.189, 3.071], [-1.218, 1.662, 1.966], [-1.770, 2.443, -1.125], [1.945, 0.203, -3.046], [0.181, 0.214, 0.018], [0.139, 0.280, 0.206], [-0.147, 0.039, 0.047], [-0.177, -0.116, -0.129], [-0.509, 0.120, -0.645], [0.013, -0.109, -0.169], [0.012, 0.046, 0.093], [0.189, -0.119, -0.215], [-0.129, -0.450, 0.432], [0.438, -0.629, 0.603], [0.219, 0.091, 0.087], [-0.125, 0.163, 0.047], [0.012, 0.083, -0.158], [-0.408, 0.213, -0.141], [-0.219, 0.105, -0.120], [-0.114, 0.015, 0.123], [0.075, -0.178, 0.278], [0.429, -0.129, -0.545], [0.714, 2.304, 2.317], [-1.096, -1.359, -0.648], [-0.251, -2.405, -1.389], [-0.718, 1.073, -0.863], [-1.065, -0.450, -1.636], [1.094, 0.465, -0.228], [-0.549, -0.448, 1.074], [-0.373, 0.394, 0.221], [0.509, 0.659, 0.610], [0.648, -0.708, -0.677], [-0.720, -0.377, -0.239], [-0.557, 0.035, 0.008], [-0.468, 0.856, 0.240], [1.378, 1.344, 1.375], [1.129, 0.026, -0.142], [0.324, -0.221, -0.056], [0.367, 0.073, 0.045], [-0.038, 0.328, 0.330], [-0.928, 0.249, 0.195], [0.387, 0.130, 0.074], [-0.031, 0.231, 0.021], [0.589, -0.471, -0.296]],
  "nbo_charge": [-0.877, 0.540, 1.289, -0.073, -0.200, -0.175, -0.130, -0.491, -0.530, -0.544, -0.641, 0.197, 0.066, 0.245, 0.188, -0.657, 0.214, 0.223, 0.259, -0.658, 0.241, 0.252, 0.220, -0.685, -0.685, 0.265, 0.263, 0.245, 0.272, 0.247, 0.241, 0.498, 0.482, -0.028, 0.254, 0.261, 0.222, -1.025, 0.525, 0.458, -0.802, 0.631, -0.568, -0.073, -0.169, 0.040, -0.506, 0.068, -0.180, 0.417, 0.395, 0.228, 0.246, 0.230, 0.275]
}

=====

Entry 2:
{
  "formula": "C11H14O",
  "method": "ωB97M-V/def2-TZVPD",
  "homo_ev": -8.6,
  "largest_force_ev_per_a": 9.26,
  "lumo_ev": -0.042,
  "de_lowest_kj_mol": 763.2,
  "species": ["C", "C", "C", "C", "C", "C", "C", "C", "C", "C", "C", "H", "H", "H", "H", "H", "H", "H", "H", "H", "H", "H", "H", "H", "H", "O"],
  "positions_angstrom": [[1.953, -1.650, 0.057], [0.521, -1.179, -0.189], [0.417, -0.532, -1.699], [-1.200, -0.274, -2.177], [-1.926, -0.228, -0.889], [-1.186, 0.576, 0.352], [-1.619, 1.721, 0.875], [-0.880, 2.237, 2.069], [0.321, 1.793, 2.415], [0.993, 0.725, 1.575], [0.184, 0.061, 0.586], [3.247, -1.329, -1.495], [1.796, -2.845, -0.251], [2.055, -1.433, 1.299], [-0.310, -1.735, -0.002], [0.860, 0.728, -1.538], [0.932, -1.269, -2.495], [-1.052, 0.519, -2.928], [-1.621, -1.448, -2.557], [-2.937, 0.056, -0.914], [-2.114, -1.460, -0.909], [-2.637, 2.087, 0.942], [-1.399, 2.879, 2.941], [0.815, 2.287, 3.406], [2.032, 0.418, 1.940], [2.754, -0.706, -0.413]],
  "atomic_forces_ev_per_a": [[-4.775, -2.818, 4.955], [1.697, 4.600, -2.395], [-0.555, 1.082, -0.500], [3.345, -4.233, -0.794], [-0.301, -1.723, 2.393], [1.612, -3.204, -3.650], [-0.105, 1.420, 4.668], [-3.084, 1.158, 0.518], [3.742, -1.116, 0.571], [-1.572, 0.339, 0.915], [-0.009, 2.230, 3.017], [-1.945, 3.339, 4.588], [1.956, 2.871, 0.664], [-0.124, -1.896, -2.912], [-1.687, -2.733, 0.292], [-0.850, -4.291, -1.082], [-0.778, 2.165, 1.563], [-1.021, -0.292, 0.377], [1.558, 3.919, -0.403], [-1.350, 0.973, -0.315], [0.632, 3.154, 2.126], [-0.142, -0.154, -1.134], [0.820, -1.055, -2.733], [-0.908, -1.652, -2.646], [-1.647, 0.321, -1.027], [5.490, -2.404, -7.056]],
  "nbo_charge": [-0.066, -0.328, -0.396, -0.392, -0.444, -0.007, -0.234, -0.225, -0.220, -0.227, 0.006, 0.452, 0.186, 0.169, 0.224, 0.238, 0.209, 0.222, 0.179, 0.218, 0.210, 0.222, 0.214, 0.221, 0.227, -0.659]
}

=====

Entry 3:
{
  "formula": "C4H2LiO2Yb",
  "method": "ωB97M-V/def2-TZVPD",
  "total_charge": 2,
  "homo_ev": [-18.1, -17.8],
  "multiplicity": 2,
  "largest_force_ev_per_a": 5.22,
  "lumo_ev": [-9.966, -12.196],
  "de_lowest_kj_mol": 0.0,
  "species": ["H", "O", "C", "C", "C", "Li", "O", "C", "Yb", "H"],
  "positions_angstrom": [[1.088, -0.007, 3.816], [-0.777, 0.189, 3.041], [0.432, 0.011, 2.929], [1.000, -0.100, 1.615], [1.188, -0.155, 0.399], [-1.487, 0.259, 1.125], [-1.169, 0.013, -1.982], [-1.943, -0.061, -0.980], [0.889, 0.076, -1.930], [-2.995, -0.221, -1.346]],
  "atomic_forces_ev_per_a": [[-0.214, -0.123, -0.237], [0.398, -0.160, -0.721], [-0.114, 0.363, 1.096], [-0.199, -0.113, -1.468], [-0.433, 0.213, 0.489], [0.359, -0.015, 1.317], [-4.032, -0.276, 3.302], [1.619, 0.203, -4.672], [2.751, -0.040, 0.219], [-0.134, -0.051, 0.676]],
  "nbo_charge": [0.214, -0.565, 0.380, -0.171, -0.655, 0.916, -0.641, 0.264, 2.003, 0.254]
}